# C3H7O3Tl

C3H7O3Tl as an isolated structure at a distorted geometry (the ωB97M-V functional and the def2-TZVPD basis, the Open Molecules 2025 dataset).

The net charge is +1. Its LUMO energy (spin up / spin down) is -5.97 / -7.11 eV. The frontier orbital gap (spin up / spin down) is 9.466 / 8.348 eV. As for the multiplicity: 2. The value obtained for the total energy is -516.1871 Eh.

Cartesian coordinates (Å):
O1 3.29478 0.15366 -1.60430
Tl1 1.53415 -0.43338 -1.18763
O2 0.63908 -1.71966 -0.07768
C1 -0.74483 -1.56818 -0.26692
C2 -1.07076 -0.09838 -0.00728
O3 -0.03391 0.79019 -0.42601
C3 0.52293 1.59444 0.61830
H1 -1.29818 -2.15292 0.49224
H2 -1.23127 -1.90020 -1.20405
H3 -1.10852 -0.06297 1.09639
H4 -2.04984 0.24120 -0.37315
H5 0.75457 2.59704 0.23089
H6 -0.27369 1.80693 1.34819
H7 1.06549 0.75224 1.36102